# C9H12O

An isolated molecule of C9H12O (ωB97M-V/def2-TZVPD, the OMol25 dataset).

```
22
Properties=species:S:1:pos:R:3
O -0.17251 -1.48652 -1.55036
C -0.05070 0.46537 1.60669
C -2.07928 -0.77986 0.51694
C -0.59599 -0.00029 0.25827
C 0.39437 -1.10461 -0.31203
C -3.02297 -1.50156 0.40612
C 1.75748 -0.59686 -0.51882
C -1.53404 1.24133 -1.67756
C -0.71498 1.17190 -0.63547
C 2.70177 -0.50379 0.42172
H -2.22572 0.50420 -1.97199
H 0.07469 1.87188 -0.62406
H -0.72970 1.23903 1.98680
H -3.95150 -2.02838 0.75222
H 2.45256 -0.35442 1.43893
H 3.56923 -0.02135 0.25942
H -0.41800 -0.59862 -1.94527
H 0.30846 -1.97333 0.41386
H 2.15171 -0.38805 -1.49608
H 0.93500 0.93068 1.50408
H -1.55065 2.16559 -2.22123
H 0.07257 -0.44991 2.23187
```

Output
Total energy = -425.03817 hartree
Frontier orbital gap (spin up / spin down) = 6.864 / 7.607 eV
Spin multiplicity = 3
<S²> = 2.01
HOMO energy (spin up / spin down) = -5.928 / -10.012 eV